Entry 1:
{
  "formula": "C15H30FHfO5",
  "method": "wB97M-V/def2-TZVPD",
  "total_energy_ha": -1112.9232,
  "total_charge": 2,
  "orbital_gap_ev": [3.818, 3.436],
  "fmax_ev_per_a": 8.70,
  "spin_multiplicity": 2,
  "species": ["H", "C", "H", "C", "H", "H", "O", "C", "H", "H", "H", "H", "H", "H", "C", "C", "C", "H", "H", "H", "Hf", "H", "F", "C", "H", "C", "O", "H", "C", "C", "H", "C", "H", "H", "C", "C", "H", "O", "H", "H", "O", "H", "C", "H", "O", "H", "H", "H", "C", "H", "H", "H"],
  "xyz": [[0.86360, -3.28377, 3.46241], [0.07213, -3.65654, -2.23671], [-0.19297, -0.16660, 5.50150], [-2.71068, -0.46829, 1.42907], [5.15996, 1.30329, -0.97844], [-1.76761, 1.48522, -1.22172], [-1.49204, 1.50029, 1.93096], [-1.68277, 0.60318, -1.85647], [0.06066, 2.39508, -4.20808], [1.05074, -1.31329, 5.72656], [-0.66264, -1.91361, 5.61730], [0.24745, -2.65563, -4.20456], [0.93418, 1.63521, -2.74882], [-0.81067, -2.88407, 3.00097], [0.26872, -1.23525, 3.72442], [-0.03910, -2.78411, -0.97575], [0.22336, -2.53948, 2.98888], [-1.10517, -0.20867, -1.41444], [-1.29941, -2.43979, -3.32229], [-3.53129, -0.51881, 0.71343], [0.87572, 2.12018, 1.91138], [-3.00538, -1.11625, 2.25454], [0.74491, 0.29701, 0.45493], [0.02129, 2.05209, -3.17420], [-0.29173, 2.90066, -2.56589], [-1.05498, 0.97676, -3.15813], [0.56434, -4.79547, -2.19171], [-4.27451, 1.23567, 3.40905], [0.07383, -1.19496, 5.25779], [-0.48044, -3.12456, -3.54246], [4.80052, 4.33601, -1.03693], [3.87735, 3.93363, -1.45400], [3.86368, 3.80932, -2.53680], [-0.79974, -3.99568, -4.11456], [4.17430, 1.37685, -1.43796], [3.49289, 2.62045, -0.87161], [4.27976, 1.31675, -2.52118], [0.52013, -0.17513, 3.07982], [-2.70104, 0.24382, -2.00509], [-1.07433, -2.54391, -0.73345], [2.63739, 2.51432, 0.03856], [-4.61307, 1.54380, 1.71196], [-2.59774, 0.94169, 1.95289], [0.49512, -3.11585, -0.08545], [-1.42877, 0.40461, -4.17577], [3.53320, 0.55079, -1.13021], [-1.77188, -0.81004, 0.99323], [3.07847, 4.62893, -1.19620], [-3.85350, 1.63865, 2.48794], [-3.70417, 2.69622, 2.70556], [0.63828, -2.29403, 2.01128], [0.39373, -1.82661, -1.26550]]
}

Entry 2:
{
  "formula": "C15H30N",
  "method": "wB97M-V/def2-TZVPD",
  "total_energy_ha": -643.9878,
  "smiles": "C#CC[N+](C)(C)CCCCCCCCCC",
  "total_charge": 1,
  "orbital_gap_ev": 10.689,
  "fmax_ev_per_a": 1.13,
  "spin_multiplicity": 1,
  "species": ["H", "H", "H", "H", "H", "H", "C", "H", "H", "C", "H", "H", "C", "H", "C", "C", "H", "H", "H", "C", "C", "C", "C", "H", "H", "H", "H", "C", "H", "C", "H", "H", "N", "H", "C", "C", "C", "H", "H", "H", "H", "H", "C", "H", "H", "H"],
  "xyz": [[1.90554, 1.55938, 3.01862], [2.35984, 3.18733, 2.46394], [3.43059, 1.20265, 1.43921], [-1.99174, -3.66777, -0.91577], [0.21197, -0.29570, -1.04219], [3.53341, 0.90918, -0.27682], [-2.28883, -2.66113, -1.21719], [-0.01779, -1.59146, 0.14383], [0.17377, 0.32389, 1.84328], [0.52483, -1.30345, -0.75855], [2.23372, 2.77565, -0.08217], [-0.58565, 3.83378, 1.68637], [0.16343, 3.55853, 0.93785], [-3.79446, -3.34321, -2.59023], [1.87844, 5.55727, 0.67502], [-0.25499, 1.28493, 1.57414], [-1.47839, -2.75583, -3.19483], [1.79446, -0.77589, 1.58586], [-0.91199, 1.61198, 2.37905], [2.50788, -0.62390, 0.77432], [-1.32993, -2.15727, -2.29435], [-4.69081, -3.20106, -0.64417], [-3.73248, -2.69443, -1.71475], [1.13478, 1.47389, -0.56080], [-5.70883, -3.22231, -1.02390], [2.57143, -0.97927, -1.35210], [2.54005, 6.36623, 0.56856], [1.11015, 4.64766, 0.79639], [-1.57704, -1.12277, -2.54884], [1.74491, 1.85802, 0.25718], [-0.84668, 1.15843, 0.66931], [3.43668, -1.10007, 1.09482], [0.81251, 2.27558, 1.35766], [0.75774, -2.01313, -2.76867], [0.14365, -2.25036, -1.89695], [2.85622, 0.85664, 0.57939], [1.53048, 2.50057, 2.62430], [0.85584, 2.93930, 3.35817], [-4.41993, -4.20828, -0.33637], [-4.66608, -2.55698, 0.23289], [0.37141, -3.27621, -1.60292], [-4.03183, -1.69079, -2.02693], [2.02785, -1.35779, -0.48459], [-2.23547, -2.02056, -0.33299], [2.29545, -2.41001, -0.37568], [-0.34413, 3.39874, -0.01842]]
}

Entry 3:
{
  "formula": "C15H30N2O2",
  "method": "wB97M-V/def2-TZVPD",
  "total_energy_ha": -849.1440,
  "smiles": "CCCCCC(=O)NC[C@@H](C)NC(=O)CCCCC",
  "orbital_gap_ev": 9.332,
  "fmax_ev_per_a": 11.20,
  "spin_multiplicity": 1,
  "species": ["N", "C", "H", "C", "H", "H", "H", "C", "H", "C", "C", "C", "H", "H", "H", "N", "H", "C", "C", "C", "H", "O", "H", "H", "H", "C", "C", "C", "H", "C", "H", "H", "H", "H", "H", "C", "H", "H", "H", "H", "H", "H", "H", "H", "O", "H", "C", "H", "H"],
  "xyz": [[1.63264, 0.37383, 0.12428], [3.88128, -1.87041, -0.47246], [-6.22820, -1.13991, -0.43530], [0.85223, 1.54995, -0.27053], [1.61693, 3.00659, 0.82975], [0.72129, 1.32067, -1.36889], [2.59103, 2.96462, -0.43069], [-3.60317, -1.65220, -0.91462], [-4.33173, 0.25103, -2.00780], [-6.49007, -0.21679, 1.58372], [-2.71529, 0.72022, -0.73108], [-3.35877, -0.36413, -1.60916], [-0.95611, -0.42385, -0.63490], [-0.49831, 1.04474, 1.25431], [5.41434, 2.05855, -0.32608], [-1.48424, 0.52730, -0.46825], [-1.16327, 2.53166, 0.07429], [2.53595, -1.87171, 0.61261], [-4.34023, -1.12441, 0.47753], [-5.57698, -0.32671, 0.19370], [4.48393, -2.76621, 0.08514], [-3.13698, 1.97193, -0.87669], [-2.56198, -0.67866, -2.30652], [3.91937, 0.24635, -1.06470], [-4.67426, -1.93763, 1.01826], [1.50613, 2.72166, -0.06080], [1.46217, -0.94083, 0.03481], [4.52873, -0.64012, -0.54130], [4.60899, -0.14604, 1.38009], [-0.64289, 1.65649, 0.31422], [-5.85623, 0.25795, 2.23825], [5.21267, -0.91785, -1.33304], [-5.40361, 0.48951, -0.25431], [3.42095, -2.24710, -1.41417], [2.85951, -1.46245, 1.37579], [5.96570, 1.19536, 0.41525], [-2.79749, -2.01437, -0.44284], [-7.33478, 0.26184, 1.27886], [0.99517, 3.61350, -0.28379], [6.75453, 0.96300, -0.34705], [-6.72130, -1.08016, 1.87414], [2.31196, 0.53295, 0.91091], [-4.35815, -2.11792, -1.10041], [6.07173, -0.91833, 0.91657], [0.71640, -1.47980, -0.80768], [6.60176, 1.57045, 1.19994], [5.25449, -0.17408, 0.48140], [-3.83140, -0.56098, 1.13496], [2.14557, -2.75751, 0.69429]]
}

Entry 4:
{
  "formula": "C15H30O15",
  "method": "wB97M-V/def2-TZVPD",
  "total_energy_ha": -1717.9064,
  "smiles": "COC(=O)OC.COC(=O)OC.COC(=O)OC.COC(=O)OC.COC(=O)OC",
  "orbital_gap_ev": 10.842,
  "fmax_ev_per_a": 7.67,
  "spin_multiplicity": 1,
  "species": ["H", "O", "H", "H", "O", "H", "H", "O", "H", "C", "O", "H", "C", "O", "O", "H", "C", "O", "O", "H", "H", "H", "C", "H", "H", "C", "C", "H", "C", "O", "O", "H", "H", "H", "C", "O", "H", "C", "H", "H", "C", "C", "H", "O", "H", "O", "H", "O", "H", "C", "C", "C", "H", "C", "H", "O", "H", "H", "H", "H"],
  "xyz": [[-1.29359, -0.01386, -0.07785], [0.91894, -2.93672, -0.63248], [4.69269, 2.04730, -0.95394], [0.29663, 2.74028, 2.73746], [1.10073, -0.79718, -1.36648], [-5.63806, 2.09027, -3.64173], [1.61097, 2.84700, 4.00616], [-4.22095, -0.87274, -4.35702], [0.47125, 4.34678, 3.56128], [2.69869, 2.49985, 1.81705], [-4.26498, 0.86099, -2.74836], [-6.06844, 1.83425, -2.05664], [4.28631, 1.87723, 0.11225], [0.25573, -1.15730, 0.73250], [2.97509, -4.09248, 1.85605], [-1.71316, -2.17647, -3.70635], [-0.84586, 3.50751, -0.66147], [-1.22984, 2.46246, -1.26453], [-2.86825, -0.93517, -2.51438], [1.45201, -4.48711, -1.62746], [2.52853, -1.32357, 1.83639], [-3.12094, -2.94415, -2.90913], [-0.52713, 0.01896, 0.79838], [5.27494, 1.69193, 0.72627], [0.55707, -3.40086, -2.64490], [2.86533, -1.71630, 2.78501], [-2.31011, -2.17804, -2.71490], [-1.39819, 4.18562, 2.41236], [-3.86813, -0.44926, -3.25969], [3.55294, 2.81896, 0.76752], [2.61134, 1.33323, 2.15053], [-0.68632, 3.24521, -3.18948], [1.91038, -6.54436, 2.29467], [0.21577, -6.53913, 3.07287], [1.25338, -3.53636, -1.93454], [1.16406, -4.72913, 3.11623], [-6.27452, 0.34952, -3.37099], [1.04631, -5.92842, 2.39113], [-0.51824, 5.40077, 1.32106], [2.85106, -1.17087, 3.75006], [-1.21878, 4.67023, 1.49209], [-5.61536, 1.19761, -2.97393], [-1.26231, 1.47455, -3.05596], [-0.45231, 4.57475, -1.27426], [0.67154, -5.89914, 1.43982], [-1.04213, 3.45819, 0.70769], [-1.03392, -0.06569, 1.68523], [2.05404, -2.70108, 3.29376], [0.09416, 0.73672, 0.53490], [-1.41424, 2.48840, -2.69189], [0.76671, -1.61497, -0.46308], [2.08205, -3.83032, 2.64424], [-2.20126, 5.09239, 1.19544], [0.96412, 3.29147, 3.21862], [3.94377, -2.22809, 2.58385], [1.92645, 3.54141, 2.32041], [-2.41334, 2.55300, -2.90100], [2.22732, -3.18576, -2.34788], [-1.59015, -2.58958, -1.99766], [3.77018, 0.80727, -0.02331]]
}

Computed values of energy above the lowest of the compared OMol25 structures with the same formula, charge and spin (unit: kJ/mol) for the preceding records, in sequence: 0.0 23.7 1217.1 734.0.